This record from the Open Molecules 2025 dataset describes a molecular structure, C17H19ClF4N3Pt. The level of theory is ωB97M-V/def2-TZVPD.

molar mass	571.88	g/mol
HOMO level	-18.26	eV
frontier orbital gap	4.18	eV
total energy	-1801.265442	a.u.
energy relative to the best compared isomer or geometry (same formula, charge and spin)	0.0	kcal/mol
charge	+3

```
45
Properties=species:S:1:pos:R:3:nbo_charge:R:1
Pt -0.13 -0.27 0.27 0.9677
C 2.11 -0.15 -1.92 -0.6378
C 1.29 1.13 -1.91 -0.2401
N 0.58 1.44 -0.59 -0.2906
C 1.45 2.33 0.26 -0.2263
C 2.88 1.84 0.46 -0.6517
C -0.68 2.23 -0.83 -0.2579
C -1.74 1.40 -1.51 -0.2980
N -1.70 0.03 -0.95 -0.2850
C -2.62 -0.87 -1.17 0.1646
C -2.53 -2.13 -0.45 0.3768
F -1.55 -2.24 0.44 -0.2554
C -3.44 -3.11 -0.61 0.3449
F -3.37 -4.22 0.06 -0.2129
C -4.51 -2.92 -1.52 -0.0187
C -4.66 -1.74 -2.25 0.3149
F -5.65 -1.60 -3.08 -0.2097
C -3.76 -0.72 -2.09 0.4686
F -3.87 0.37 -2.76 -0.2049
H 2.39 -0.37 -2.95 0.2805
H 1.54 -1.02 -1.56 0.1943
H 3.03 -0.08 -1.35 0.2452
H 0.55 1.13 -2.70 0.2147
H 1.94 1.99 -2.09 0.2521
H 0.92 2.52 1.19 0.2210
H 1.48 3.28 -0.28 0.2420
H 2.96 0.77 0.65 0.2138
H 3.30 2.37 1.32 0.2744
H 3.51 2.08 -0.39 0.2455
H -0.44 3.11 -1.43 0.2719
H -1.04 2.57 0.14 0.2490
H -1.64 1.35 -2.60 0.2801
H -2.72 1.84 -1.31 0.2861
H -5.24 -3.72 -1.65 0.3209
Cl 1.54 1.03 5.46 0.1540
C 1.72 0.02 4.10 -0.0594
C 2.60 -1.06 4.11 -0.0977
C 2.69 -1.85 2.97 -0.1983
C 1.93 -1.54 1.87 0.0278
N 1.09 -0.49 1.87 -0.5070
C 0.98 0.28 2.96 0.0139
H 3.19 -1.27 4.99 0.2823
H 3.36 -2.70 2.94 0.2791
H 2.00 -2.12 0.95 0.2308
H 0.28 1.10 2.93 0.2347
```